Entry 1:
Here is Br4Mg as an isolated structure from the Open Molecules 2025 dataset. Energies are from ωB97M-V/def2-TZVPD.

Its total charge is -2. The HOMO energy comes out at -1.83 eV. The value obtained for the LUMO energy is 5.7 eV. For the frontier orbital gap, the calculation gives 0.278 hartree. The energy relative to the best compared isomer or geometry (same formula, charge and spin) comes out at 0.0 kcal/mol.

The geometry in XYZ format:
```
5
Properties=species:S:1:pos:R:3:forces:R:3:mulliken_charge:R:1
Mg 0.08849 0.06495 0.11818 -0.4 -0.3 -0.6 0.7435
Br 0.84869 1.61256 -1.63122 0.3 0.5 -0.3 -0.6826
Br 0.33409 -2.15741 -1.02266 0.2 -0.5 0.0 -0.7092
Br -2.38989 0.29230 0.25433 -0.5 0.1 0.2 -0.7014
Br 1.11862 0.18760 2.28136 0.4 0.1 0.8 -0.6504
```
Forces are in eV/Å.

=====

Entry 2:
Here is C14H17N3Sn as an isolated structure in a non-equilibrium geometry from the Open Molecules 2025 dataset. Energies are from ωB97M-V/def2-TZVPD.

Its total charge is +2. The HOMO energy comes out at -16.40 eV. The value obtained for the LUMO energy is -9.2 eV. For the frontier orbital gap, the calculation gives 0.263 hartree. The energy relative to the best compared isomer or geometry (same formula, charge and spin) comes out at 0.0 kcal/mol.

The geometry in XYZ format:
```
35
Properties=species:S:1:pos:R:3:forces:R:3:mulliken_charge:R:1
C -0.06830 1.92717 2.29341 -0.4 1.1 -0.7 -0.6047
C -0.28187 -1.90897 1.67469 0.5 -0.2 -1.2 -0.8473
H 0.77152 2.34880 1.71357 -0.2 -0.3 0.3 0.2622
H -0.60633 2.77892 2.68996 0.2 0.4 0.6 0.4138
H -0.88882 1.58460 1.62158 0.5 -0.4 0.3 0.0391
H 0.46472 -2.43717 1.05811 -0.5 -0.2 0.6 0.2171
H -0.08847 -2.01822 2.77005 0.1 1.1 -1.0 0.4657
H -1.33049 -2.11775 1.39855 0.5 0.2 0.1 0.3372
C 0.53749 2.56467 -1.69166 0.2 -0.2 -0.8 0.0782
C 0.86943 3.39078 -2.76019 -0.1 -0.3 0.1 -0.8184
C 1.10163 2.83147 -4.01642 0.0 -0.3 0.0 -0.4766
C 1.00663 1.44870 -4.16529 -0.2 -0.4 0.7 -0.5078
H 0.34093 2.96275 -0.69703 0.0 -0.1 -0.3 0.4127
H 0.92945 4.45416 -2.61016 0.0 0.2 0.0 0.4284
H 1.35378 3.44530 -4.88506 -0.1 -0.1 0.4 0.4648
H 1.14303 0.94173 -5.10873 0.2 0.3 -0.1 0.3667
N 0.44779 1.22828 -1.85915 0.1 0.2 1.3 -0.0858
C 0.69536 0.65111 -3.05831 -0.1 1.4 0.2 0.4866
C 0.56344 -0.79972 -3.10025 -0.5 -1.2 0.3 0.4944
N 0.25535 -1.37466 -1.90241 0.2 -0.5 -0.1 -0.0476
C 0.12462 -2.71617 -1.82227 0.1 0.3 -0.5 0.1449
C 0.50638 -2.94895 -4.18349 0.1 0.1 0.1 -0.4328
C 0.24063 -3.53205 -2.93898 0.0 0.1 -0.2 -0.8646
H -0.07913 -3.10912 -0.83254 -0.1 -0.2 -0.2 0.4310
H 0.10536 -4.60542 -2.83774 0.1 0.2 0.0 0.4178
C 0.67401 -1.56622 -4.26728 -0.1 0.5 0.6 -0.5959
H 0.84924 -1.03919 -5.21083 0.0 -0.6 0.3 0.3338
H 0.59388 -3.55254 -5.08924 -0.1 0.1 0.4 0.4650
Sn -0.29576 -0.13740 -0.07560 -1.2 -1.3 -1.0 0.9566
C -2.47892 0.00938 -0.43088 0.7 0.8 0.2 -1.2326
H -2.92251 -0.98917 -0.53265 0.3 0.2 0.0 0.4202
H -2.66320 0.62713 -1.32434 0.0 -0.3 0.4 0.3790
H -2.87082 0.50970 0.47340 0.0 -0.3 -0.5 0.4255
N 0.65784 0.15141 4.02617 0.0 0.0 0.1 -0.3642
C 0.34252 0.99667 3.31979 -0.2 -0.4 -0.4 0.4376
```
Forces are in eV/Å.

=====

Entry 3:
Here is the molecule C5H8S in a non-equilibrium geometry from the Open Molecules 2025 dataset. Energies are from ωB97M-V/def2-TZVPD.

The structure (SMILES) is C=CSC1CC1. The HOMO energy comes out at -8.33 eV. The value obtained for the LUMO energy is 1.0 eV. For the frontier orbital gap, the calculation gives 0.343 hartree. The energy relative to the best compared isomer or geometry (same formula, charge and spin) comes out at 36.6 kcal/mol.

The geometry in XYZ format:
```
14
Properties=species:S:1:pos:R:3:forces:R:3:mulliken_charge:R:1
C -2.73351 -0.27460 -0.15096 1.3 0.5 0.8 -0.6169
C -1.53459 0.04164 0.39581 -0.8 -0.4 -0.8 -0.2008
C 1.03985 0.84026 -0.34700 -0.7 1.2 0.2 0.1043
C 1.76807 0.09398 0.71100 0.7 0.2 -0.2 -0.5286
C 1.34717 -0.56199 -0.61732 0.8 -0.9 -0.2 -0.5979
H -3.24494 -1.16383 0.19749 0.0 0.0 0.0 0.2522
H -3.24506 0.34257 -0.88365 0.2 0.0 0.0 0.2725
H -1.10114 -0.63339 1.14310 -0.1 0.3 -0.2 0.3148
H 1.60918 1.57290 -0.92200 -0.2 -0.1 0.2 0.3309
H 2.80757 0.41738 0.89213 -0.6 -0.6 -0.2 0.2260
H 1.20878 -0.12717 1.61803 0.1 -0.2 -0.3 0.1972
H 2.10435 -0.71205 -1.40262 -0.3 -0.1 0.6 0.2168
H 0.58119 -1.34116 -0.61249 0.1 0.4 0.1 0.2364
S -0.60691 1.50546 -0.02150 -0.5 -0.4 -0.1 -0.2067
```
Forces are in eV/Å.

=====

Entry 4:
Here is a 9-piece molecular cluster, C37H47F24IO19 overall from the Open Molecules 2025 dataset. Energies are from ωB97M-V/def2-TZVPD.

The structure (SMILES) is C[C@H]1OC(=O)[C@H](I)[C@H]1O.CCOC(=O)C(F)(F)F.CCOC(=O)C(F)(F)F.CCOC(=O)C(F)(F)F.CCOC(=O)C(F)(F)F.CCOC(=O)C(F)(F)F.CCOC(=O)C(F)(F)F.CCOC(=O)C(F)(F)F.CCOC(=O)C(F)(F)F. The HOMO energy comes out at -10.11 eV. The value obtained for the LUMO energy is -0.2 eV. For the frontier orbital gap, the calculation gives 0.364 hartree.

The geometry in XYZ format:
```
128
Properties=species:S:1:pos:R:3:forces:R:3:mulliken_charge:R:1
C 0.59555 0.70181 -2.77477 0.0 -0.1 0.2 -1.5768
C 0.53731 -0.81176 -2.88440 -0.4 0.1 -0.1 0.6751
O -0.36412 -1.30399 -3.93239 -0.1 -0.1 0.4 -0.4022
C -0.14153 -2.63032 -4.02523 -0.1 -0.3 -0.1 0.4829
O -0.88569 -3.39829 -4.56642 0.1 0.3 0.1 -0.5564
C 1.21260 -2.97997 -3.37954 0.2 0.3 -0.1 -0.6797
I 1.00208 -4.00752 -1.51620 -0.1 0.0 -0.2 0.0587
C 1.80743 -1.57267 -3.21332 0.0 0.0 -0.3 0.0015
O 2.23559 -1.15341 -4.50713 0.2 0.0 0.3 -0.5789
H 0.39364 0.97831 -1.73475 0.0 0.0 -0.2 0.4510
H -0.16733 1.17972 -3.38679 0.2 -0.2 0.0 0.2202
H 1.58675 1.08775 -3.02285 -0.2 0.0 -0.2 0.3549
H 0.09926 -1.21991 -1.96967 0.3 0.1 0.1 0.1948
H 1.77620 -3.63694 -4.04215 0.0 0.1 0.2 0.5784
H 2.59997 -1.40663 -2.47931 -0.2 -0.4 0.1 0.4220
H 3.07240 -1.59999 -4.68461 0.0 0.1 -0.1 0.3663
C -3.35792 -3.46562 -1.11706 0.2 0.0 0.1 -0.9642
C -4.51668 -3.97135 -0.28922 -0.1 0.1 -0.3 -0.4030
O -4.05648 -4.51987 0.96599 0.0 0.0 0.1 -0.3085
C -3.81404 -3.64465 1.92692 0.0 -0.1 -0.1 0.3392
O -3.93663 -2.45720 1.87721 0.0 0.0 0.0 -0.5151
C -3.36514 -4.38888 3.20425 0.0 0.1 0.0 0.9053
F -2.46916 -5.33958 2.92535 0.0 0.0 0.0 -0.2414
F -4.42432 -4.96785 3.78373 0.0 0.0 0.0 -0.2525
F -2.82322 -3.53979 4.06955 0.0 0.0 0.0 -0.2392
H -2.62206 -4.25579 -1.26885 0.0 0.0 -0.1 0.2637
H -3.71072 -3.12654 -2.09070 0.0 0.0 0.0 0.4071
H -2.85952 -2.63252 -0.62124 -0.1 0.0 0.0 0.3257
H -5.02468 -4.79559 -0.78420 0.0 -0.1 0.1 0.3299
H -5.24720 -3.18743 -0.09430 0.1 0.0 0.1 0.3445
C -0.73227 -5.56643 -6.82981 0.0 -0.2 -0.3 -0.8181
C -1.76507 -6.33597 -6.04449 0.2 0.2 0.3 -0.1325
O -2.74007 -6.95569 -6.91783 -0.1 -0.1 0.0 -0.3368
C -2.38857 -8.10727 -7.45953 0.0 0.1 0.1 0.3290
O -1.36406 -8.70386 -7.30927 0.0 0.0 0.0 -0.5101
C -3.54854 -8.64499 -8.32720 0.1 0.0 0.0 0.9114
F -4.07760 -7.68398 -9.08970 0.0 0.0 0.0 -0.2468
F -4.51614 -9.12956 -7.53593 0.0 0.0 0.0 -0.2544
F -3.12458 -9.62406 -9.11799 0.0 0.0 0.0 -0.2408
H -1.21342 -4.82674 -7.46990 0.0 0.1 0.1 0.2955
H -0.06831 -5.05074 -6.14287 0.0 0.0 0.0 0.0543
H -0.13982 -6.22810 -7.46292 0.0 0.0 0.1 0.3771
H -2.34042 -5.66744 -5.40933 -0.1 0.0 -0.1 0.2459
H -1.30971 -7.10031 -5.41615 0.0 -0.1 -0.1 0.3138
C -5.02385 5.57667 -3.30189 0.2 0.1 -0.1 -1.0802
C -4.49763 4.17685 -3.51620 -0.4 0.0 0.1 -0.1979
O -3.19169 4.19540 -4.14053 0.0 0.0 0.0 -0.3173
C -2.16413 4.38828 -3.33913 -0.1 0.0 0.0 0.3880
O -2.17394 4.54178 -2.15285 0.0 0.0 0.0 -0.5264
C -0.85425 4.34098 -4.15322 0.1 0.1 0.0 0.8701
F -0.93903 5.04293 -5.28159 0.0 0.0 0.0 -0.2593
F -0.55852 3.07116 -4.46708 -0.1 0.1 -0.1 -0.2645
F 0.14953 4.82770 -3.42402 0.0 -0.1 -0.2 -0.2740
H -5.03752 6.12599 -4.24316 -0.1 0.0 0.0 0.2597
H -6.03879 5.53306 -2.90969 0.0 0.0 0.0 0.3516
H -4.40444 6.12644 -2.59364 0.0 -0.1 0.1 0.3822
H -5.12523 3.62360 -4.21163 0.1 0.0 -0.1 0.2848
H -4.44304 3.61417 -2.58520 0.1 0.0 0.0 0.3150
C 1.70410 5.71119 -0.81431 0.2 0.1 0.2 -0.8484
C 0.79129 5.34982 0.33392 -0.2 -0.1 -0.3 -0.1435
O 1.52560 5.24293 1.57683 0.0 0.0 0.1 -0.3008
C 1.77252 6.37522 2.20920 0.0 -0.1 0.0 0.2932
O 1.45890 7.48082 1.88453 0.0 0.1 0.0 -0.5178
C 2.52652 6.07201 3.52161 0.1 0.0 0.0 0.9551
F 3.50245 5.18006 3.33650 0.0 0.0 0.0 -0.2539
F 1.67023 5.56347 4.42663 -0.1 0.2 -0.2 -0.2979
F 3.05663 7.17705 4.03037 0.0 0.0 0.0 -0.2586
H 2.52336 4.99546 -0.89361 -0.1 -0.1 0.0 0.3036
H 1.13984 5.70750 -1.74134 0.0 0.0 0.1 0.1515
H 2.13666 6.70229 -0.67781 -0.1 0.0 0.0 0.3390
H 0.34813 4.36745 0.18941 0.1 0.0 0.1 0.2804
H -0.01602 6.07079 0.45119 0.1 0.1 0.1 0.3254
C 2.46842 3.56877 6.57617 0.0 -0.4 0.1 -0.9553
C 3.53236 3.86202 7.60787 -0.1 0.3 -0.1 -0.3391
O 4.03007 2.64616 8.21460 0.0 0.0 0.0 -0.2646
C 4.95462 1.99191 7.53374 0.0 0.1 0.0 0.3213
O 5.43311 2.28660 6.47996 0.0 0.0 0.0 -0.5208
C 5.39639 0.74816 8.33533 0.0 0.0 0.0 0.9165
F 4.34252 0.09646 8.84043 0.0 -0.1 0.0 -0.2287
F 6.18016 1.12126 9.35547 0.0 0.0 0.0 -0.2623
F 6.07929 -0.08961 7.56493 0.0 0.0 0.0 -0.2538
H 1.66468 2.97848 7.01885 0.0 0.1 0.0 0.3409
H 2.05312 4.49538 6.19523 0.0 0.0 0.1 0.2900
H 2.87891 3.00409 5.73920 0.0 0.1 0.0 0.3224
H 3.12883 4.43853 8.43696 0.0 -0.1 0.1 0.3417
H 4.36682 4.41669 7.18064 0.1 -0.1 0.0 0.3255
C -6.02792 3.18874 -8.15636 0.0 0.0 0.2 -0.9347
C -6.94053 4.29539 -8.63433 0.2 -0.1 -0.3 -0.2465
O -7.81969 4.74058 -7.57558 0.0 0.1 0.0 -0.3362
C -7.30521 5.60499 -6.72028 0.0 -0.1 -0.1 0.3839
O -6.19914 6.05914 -6.72008 0.0 0.0 0.0 -0.5041
C -8.36896 6.00362 -5.67307 0.1 0.0 0.0 0.8995
F -9.02595 4.93437 -5.21563 0.0 0.0 0.0 -0.2566
F -9.25647 6.84370 -6.21437 0.0 0.0 0.0 -0.2613
F -7.78127 6.60896 -4.64573 -0.1 0.1 0.0 -0.2382
H -6.61113 2.36320 -7.74793 0.0 0.0 -0.1 0.3000
H -5.43117 2.81640 -8.98806 0.0 0.0 0.0 0.3787
H -5.35050 3.54662 -7.38140 0.0 0.0 0.0 0.1766
H -7.60792 3.94543 -9.41800 -0.1 0.0 0.1 0.3250
H -6.37818 5.14640 -9.01543 0.0 0.0 0.1 0.3184
C 7.94024 -6.71970 -1.00010 0.0 0.1 -0.1 -1.1035
C 6.67650 -6.18859 -0.36328 0.1 -0.3 0.2 -0.2215
O 6.33623 -4.88348 -0.88835 0.0 0.0 0.0 -0.2969
C 5.69359 -4.87144 -2.04108 0.0 0.0 0.1 0.2224
O 5.35476 -5.80417 -2.70481 0.0 0.0 -0.1 -0.5029
C 5.37078 -3.41354 -2.43114 0.0 0.0 -0.1 1.0424
F 6.41173 -2.60264 -2.25509 0.0 0.0 0.0 -0.2627
F 4.34907 -2.96015 -1.68993 0.1 0.0 0.1 -0.2475
F 4.99642 -3.34414 -3.71222 0.0 0.0 0.0 -0.2563
H 8.75897 -6.01181 -0.87097 0.0 0.0 0.1 0.3056
H 8.21840 -7.66429 -0.53429 0.0 0.0 0.0 0.3721
H 7.80050 -6.88994 -2.06693 0.0 0.0 0.0 0.3171
H 6.80871 -6.02952 0.70402 0.0 0.1 0.0 0.3138
H 5.83446 -6.86344 -0.50939 0.0 0.1 -0.1 0.3310
C 2.93698 -0.11115 11.49626 0.1 0.0 0.2 -0.9649
C 1.92935 -0.41314 12.58167 -0.2 0.0 -0.3 -0.4222
O 2.56759 -0.52949 13.87301 0.0 0.0 0.1 -0.3058
C 2.81696 0.60739 14.50081 0.0 -0.1 0.0 0.3353
O 2.56973 1.71447 14.12634 0.0 0.1 0.0 -0.5085
C 3.46272 0.31043 15.87257 0.0 0.0 0.0 0.9072
F 4.41616 -0.61930 15.77303 0.0 0.0 0.0 -0.2461
F 2.52784 -0.13788 16.72131 0.0 0.0 0.0 -0.2538
F 3.99909 1.41277 16.38183 0.0 0.0 0.0 -0.2376
H 3.72354 -0.86547 11.48520 0.0 0.0 0.0 0.3279
H 2.44633 -0.10429 10.52507 0.0 0.0 0.0 0.3735
H 3.40211 0.86166 11.65258 0.0 0.0 0.0 0.3175
H 1.45387 -1.37781 12.41972 0.1 0.0 0.1 0.3285
H 1.15069 0.34675 12.63274 0.1 0.1 0.1 0.3478
```
Forces are in eV/Å.